Entry from OMol25: a molecular structure, C18H40OP2PtSi (the ωB97M-V functional and the def2-TZVPD basis).

The geometry in XYZ format:
```
63
Properties=species:S:1:pos:R:3:forces:R:3:nbo_charge:R:1
P -1.246 -3.791 -4.062 -1.12 -2.04 0.25 1.180
P -2.710 -3.165 -1.536 -0.27 -1.78 0.69 1.047
C -1.753 -5.203 -2.917 0.45 0.54 -1.10 -0.732
C -3.128 -4.707 -2.527 -0.56 0.40 1.31 -0.723
H -1.006 -5.224 -2.089 -0.69 0.05 -0.42 0.237
H -1.734 -6.182 -3.406 -0.12 0.13 -0.09 0.229
H -3.765 -4.416 -3.371 0.28 -0.31 0.16 0.224
H -3.687 -5.421 -1.916 -0.01 0.12 0.00 0.228
C -2.482 -4.046 0.057 -0.58 -0.05 0.13 -0.960
H -2.501 -3.337 0.905 0.13 -0.46 -0.43 0.263
H -1.550 -4.618 0.043 -0.18 0.14 0.13 0.240
H -3.350 -4.747 0.109 0.67 0.45 0.32 0.218
C -4.237 -2.306 -1.191 -0.45 0.15 0.04 -0.971
H -4.957 -3.133 -1.118 -0.35 0.62 0.17 0.231
H -4.508 -1.561 -1.956 0.04 -0.46 0.26 0.258
H -4.103 -1.798 -0.225 -0.31 -0.18 -0.35 0.250
C 0.270 -4.498 -4.711 0.43 0.46 -0.59 -0.982
H 0.691 -3.857 -5.493 0.16 -0.18 0.21 0.252
H 0.054 -5.479 -5.120 -0.11 -0.13 -0.21 0.233
H 0.979 -4.642 -3.896 0.04 0.28 -0.02 0.257
C -2.467 -3.967 -5.446 0.73 0.39 0.20 -0.960
H -3.523 -3.891 -5.170 0.43 0.32 0.05 0.242
H -2.324 -4.929 -5.916 0.13 -0.26 -0.29 0.227
H -2.188 -3.161 -6.129 -0.31 -0.12 -0.22 0.247
Pt -1.192 -2.116 -2.738 2.08 2.48 0.33 0.428
C -2.207 -2.271 5.068 -4.39 1.00 -0.84 -0.153
C -0.917 -2.588 5.277 4.73 -1.00 0.82 -0.163
C -0.019 -3.178 4.209 0.16 -0.06 -0.53 -0.448
C -0.384 -2.860 2.727 0.59 0.07 1.65 -0.446
C -1.088 -1.611 2.326 0.64 1.03 -1.58 -0.195
C -2.398 -1.308 2.157 -0.36 0.56 1.03 -0.181
C -3.362 -0.981 3.249 -0.87 -1.54 1.47 -0.438
C -2.721 -0.904 4.680 -0.18 -0.19 -0.40 -0.447
C -0.105 -0.916 -4.085 0.04 -0.16 -0.36 -0.990
H -3.006 -3.043 4.997 0.47 0.26 0.25 0.174
H -0.429 -2.534 6.275 -0.46 -0.08 -0.50 0.190
H -0.141 -4.276 4.254 0.53 0.15 0.37 0.210
H 1.052 -2.904 4.345 -0.75 -0.33 0.34 0.215
H 0.542 -2.848 2.144 0.03 0.01 0.22 0.225
H -0.917 -3.706 2.311 -0.48 -0.06 0.05 0.206
H -0.398 -0.930 1.798 -0.66 -1.27 -1.17 0.222
H -2.840 -1.113 1.186 0.87 1.62 -0.32 0.182
H -4.165 -1.752 3.322 0.01 0.47 0.04 0.196
H -3.870 -0.026 3.032 0.28 -0.30 -0.20 0.222
H -1.921 -0.138 4.755 -0.44 -0.43 -0.25 0.217
H -3.526 -0.632 5.389 0.22 0.05 -0.24 0.215
H -0.378 0.138 -3.842 0.31 -0.73 -0.17 0.212
H -0.393 -1.111 -5.135 0.26 0.20 0.32 0.180
H 0.986 -1.080 -3.974 -0.58 0.25 -0.09 0.208
C 1.307 0.535 0.664 -0.07 -0.43 0.34 -1.131
Si 0.345 0.514 -0.977 0.81 1.93 0.78 1.908
C -0.859 2.020 -0.761 0.11 -0.39 -0.34 -1.128
C 1.825 1.090 -2.093 -0.43 -0.14 -0.43 -1.127
O -0.486 -0.840 -1.201 -0.38 -0.30 -0.65 -1.298
H 1.886 1.449 0.857 -0.23 -0.02 -0.38 0.231
H 2.029 -0.290 0.723 -0.12 -0.02 -0.03 0.219
H 0.624 0.427 1.508 0.13 0.14 0.11 0.206
H -0.404 2.987 -0.490 0.16 -0.43 -0.19 0.225
H -1.437 2.175 -1.686 0.00 0.01 0.27 0.218
H -1.557 1.781 0.052 -0.03 -0.07 -0.21 0.221
H 2.786 0.715 -1.716 -0.27 -0.19 -0.01 0.223
H 1.725 0.781 -3.141 0.17 0.23 0.22 0.224
H 1.929 2.192 -2.072 -0.30 -0.39 0.04 0.230
```
Forces are in eV/Å.

Properties
- total charge = 0
- energy (Eh) = -1876.426478
- LUMO (spin up / spin down) (eV) = 0.31 / 0.12
- orbital gap (spin up / spin down) (eV) = 7.334 / 7.456
- largest force on an atom (eV/Å) = 4.90
- <S²> = 2.010
- multiplicity = 3